(1)
A molecular structure, C11H30BrN2O4Sr. Source: the Open Molecules 2025 dataset; level of theory: the ωB97M-V functional and the def2-TZVPD basis.

```
49
C11H30BrN2O4Sr, DFT the ωB97M-V functional and the def2-TZVPD basis
Sr -0.185 0.862 -0.630
Br 1.967 -0.892 0.456
C -4.525 -3.566 2.639
O -3.655 -2.606 2.031
C -2.421 -3.120 1.566
C -1.511 -1.979 1.186
N -1.946 -1.171 -0.009
C -1.918 -1.919 -1.253
C -2.226 -1.094 -2.533
O -1.287 -0.037 -2.737
C -1.153 0.114 -4.135
H -4.324 -3.754 3.694
H -4.461 -4.467 2.029
H -5.564 -3.241 2.586
H -2.530 -3.876 0.790
H -1.984 -3.620 2.431
H -0.532 -2.403 0.965
H -1.541 -1.257 2.001
H -2.912 -0.984 0.218
H -2.616 -2.756 -1.269
H -1.007 -2.489 -1.440
H -3.224 -0.665 -2.448
H -2.403 -1.747 -3.388
H -2.112 0.068 -4.650
H -0.575 -0.655 -4.647
H -0.637 1.044 -4.376
C 1.263 -4.595 -0.475
O 2.484 -4.186 0.046
H 1.102 -4.125 -1.445
H 1.214 -5.683 -0.501
H 0.469 -4.379 0.240
H 2.439 -3.230 0.122
C 3.470 2.907 2.245
C 2.418 3.467 1.327
C 2.827 4.834 0.689
O 1.771 5.386 -0.040
C 2.144 6.616 -0.613
N 2.206 2.450 0.324
H 4.401 2.674 1.729
H 3.199 1.921 2.624
H 3.651 3.589 3.076
H 1.486 3.587 1.880
H 3.763 4.663 0.157
H 2.985 5.485 1.548
H 2.647 7.200 0.158
H 1.246 7.134 -0.951
H 2.787 6.456 -1.478
H 2.916 2.528 -0.390
H 2.393 1.514 0.653
```

## Properties
Spin multiplicity = 2
Molecular weight = 421.89 g/mol
Total energy = -93940.289 eV
<S²> = 0.750

---

(2)
8 unconnected molecules or ions with the total composition C16H48O8. Source: the Open Molecules 2025 dataset; level of theory: the ωB97M-V functional and the def2-TZVPD basis.

```
72
C16H48O8, DFT the ωB97M-V functional and the def2-TZVPD basis
C 3.017 -3.485 -5.207
C 4.019 -2.315 -5.024
O 5.176 -2.602 -5.730
H 2.156 -3.380 -4.546
H 3.689 -4.327 -5.044
H 2.633 -3.506 -6.227
H 4.124 -2.328 -3.940
H 3.657 -1.295 -5.154
H 5.897 -1.991 -5.562
C -6.024 -2.524 3.110
C -5.686 -3.995 3.354
O -6.088 -4.383 4.636
H -5.749 -2.162 2.119
H -5.530 -1.895 3.849
H -7.085 -2.305 3.222
H -4.641 -4.245 3.170
H -6.296 -4.577 2.664
H -6.992 -4.078 4.747
C -0.557 0.085 0.469
C 0.048 -1.351 0.438
O 0.205 -1.640 1.788
H 0.310 0.711 0.679
H -1.411 0.275 1.119
H -0.854 0.266 -0.565
H 0.990 -1.498 -0.089
H -0.692 -2.060 0.066
H 0.331 -2.592 1.790
C -0.353 1.874 -6.918
C 0.333 2.891 -7.934
O 1.538 2.450 -8.467
H 0.119 0.916 -6.703
H -1.346 1.623 -7.292
H -0.347 2.324 -5.925
H 0.434 3.904 -7.545
H -0.328 3.094 -8.777
H 1.929 3.060 -9.096
C 6.882 -0.078 1.035
C 7.761 0.635 2.005
O 8.941 -0.144 2.144
H 6.718 -1.121 1.305
H 7.374 -0.034 0.064
H 5.952 0.471 0.890
H 7.330 0.808 2.991
H 7.832 1.598 1.498
H 9.561 0.421 2.612
C -6.238 3.886 5.168
C -5.491 4.764 4.116
O -5.126 3.913 3.021
H -5.667 2.958 5.140
H -7.310 3.984 5.000
H -6.050 4.187 6.199
H -4.690 5.093 4.778
H -6.181 5.551 3.815
H -5.880 3.422 2.686
C 0.541 -7.663 -0.857
C 1.529 -7.851 0.244
O 2.202 -6.675 0.555
H 0.377 -8.595 -1.399
H 0.828 -6.919 -1.599
H -0.391 -7.441 -0.336
H 2.200 -8.578 -0.215
H 0.983 -8.129 1.146
H 3.045 -6.850 0.979
C -0.885 8.605 3.185
C -0.425 7.203 2.706
O -1.530 6.940 1.902
H -0.164 9.111 3.828
H -1.796 8.497 3.773
H -1.180 9.209 2.327
H -0.240 6.510 3.527
H 0.503 7.264 2.138
H -1.940 6.110 2.156
```

## Properties
Molecular weight = 368.55 g/mol
Total energy = -33744.967 eV
Structure (SMILES) = CCO.CCO.CCO.CCO.CCO.CCO.CCO.CCO

---

(3)
A single C4H9NO2 molecule. Source: the Open Molecules 2025 dataset; level of theory: the ωB97M-V functional and the def2-TZVPD basis.

```
16
C4H9NO2, DFT the ωB97M-V functional and the def2-TZVPD basis
C 0.732 -1.909 0.130
C 0.580 -0.348 -0.170
O 1.740 0.204 0.439
C -0.748 0.346 0.124
N -0.594 1.415 1.158
C -1.513 0.868 -1.156
O -1.092 0.803 -2.264
H 1.764 -2.195 -0.163
H 0.033 -2.483 -0.577
H 0.486 -1.990 1.210
H 0.790 -0.095 -1.208
H 2.125 1.018 0.140
H -1.647 -0.279 0.390
H -0.084 2.193 0.865
H -0.137 0.985 2.028
H -2.435 1.465 -0.946
```

## Properties
Molecular weight = 103.12 g/mol
Total energy = -9877.267 eV
Structure (SMILES) = C[C@H](O)[C@@H](N)C=O

---

(4)
2 unconnected molecules or ions with the total composition C3H12N3O. Source: the Open Molecules 2025 dataset; level of theory: the ωB97M-V functional and the def2-TZVPD basis.

```
19
C3H12N3O, DFT the ωB97M-V functional and the def2-TZVPD basis
C 1.500 -1.520 1.736
O 0.959 -0.290 2.202
H 1.050 -0.157 3.137
H 0.784 -1.968 1.035
H 1.685 -2.191 2.575
H 2.381 -1.307 1.131
C 0.696 1.537 -1.644
C -1.101 0.245 -0.556
N 0.227 0.387 -0.925
N -2.145 0.724 -1.337
N -1.421 -0.721 0.393
H 0.911 -0.263 -0.573
H 1.239 1.293 -2.561
H 1.432 2.167 -1.124
H -1.961 1.311 -2.120
H -3.084 0.700 -1.000
H -0.775 -0.910 1.129
H -2.271 -1.271 0.369
H -0.105 2.236 -1.867
```

## Properties
Spin multiplicity = 2
Molecular weight = 106.15 g/mol
Total energy = -9820.493 eV
<S²> = 0.754

---

(5)
A molecular structure, C3H11FSb. Source: the Open Molecules 2025 dataset; level of theory: the ωB97M-V functional and the def2-TZVPD basis.

```
16
C3H11FSb, DFT the ωB97M-V functional and the def2-TZVPD basis
C -1.755 -0.700 0.736
C -1.231 -0.389 -0.707
F -0.794 -1.529 -1.357
C -0.192 0.773 -0.689
Sb 1.819 0.273 0.166
H -2.769 -1.134 0.604
H -1.813 0.226 1.321
H -1.101 -1.426 1.242
H -2.120 -0.009 -1.258
H -0.618 1.539 -0.003
H -0.109 1.280 -1.675
H 1.831 -1.332 -0.534
H 2.667 0.852 -1.275
H 1.858 1.933 0.800
H 0.974 -0.313 1.616
H 3.354 -0.044 1.012
```

## Properties
Molecular weight = 187.88 g/mol
Total charge = -1
Total energy = -12540.022 eV

---

(6)
A molecular structure, Cl2FH2P2. Source: the Open Molecules 2025 dataset; level of theory: the ωB97M-V functional and the def2-TZVPD basis.

```
7
Cl2FH2P2, DFT the ωB97M-V functional and the def2-TZVPD basis
F -1.152 1.410 -0.107
P 1.401 0.768 0.523
P -0.604 0.162 0.612
Cl -1.348 -1.626 -1.152
Cl -1.115 -2.146 -3.053
H 1.947 -0.243 1.690
H 0.871 1.676 1.486
```

## Properties
Molecular weight = 153.87 g/mol
Total charge = +1
Total energy = -46362.192 eV

---

(7)
4 unconnected molecules or ions with the total composition C2H12O3S. Source: the Open Molecules 2025 dataset; level of theory: the ωB97M-V functional and the def2-TZVPD basis.

```
18
C2H12O3S, DFT the ωB97M-V functional and the def2-TZVPD basis
C -0.624 -0.246 2.176
S -0.983 -0.971 0.477
C -2.026 0.395 -0.165
H -0.077 0.672 2.019
H -1.614 -0.250 2.627
H 0.025 -1.025 2.578
H -3.031 0.176 0.159
H -2.020 0.180 -1.240
H -1.572 1.341 0.098
O 2.168 0.783 1.631
H 2.082 1.001 0.702
H 2.499 1.541 2.100
O 0.605 -1.569 -3.040
H 1.139 -2.320 -3.281
H -0.261 -1.952 -2.898
O 1.487 1.041 -1.192
H 1.582 0.077 -1.141
H 0.620 1.126 -1.612
```

## Properties
Molecular weight = 116.18 g/mol
Total energy = -19246.080 eV
Structure (SMILES) = CSC.O.O.O

---

Max |F| across the listed records, respectively: 2.4, 2.7, 3.7, 2.1, 2.6, 3.2, 2.5 eV Å⁻¹.